Entry 1:
Formula: C22H23Br2FeN5O5PS2
Source: OMol25
Level of theory: ωB97M-V/def2-TZVPD

Computed properties:
Relative energy (zero: lowest compared OMol25 entry of this formula, charge and spin) in eV: 0.000
E_LUMO (spin up / spin down) in eV: -5.66 / -7.91
Multiplicity: 6
Total charge: +2
HOMO-LUMO gap (spin up / spin down) in Ha: 0.27633 / 0.19458
DFT total energy in eV: -246295.160

Element x y z (Å)
Fe -0.1113 0.3304 0.8579
Br 5.6522 -3.1752 0.7155
C 4.0204 -2.2654 0.6715
C 2.8278 -2.9491 0.8476
C 1.6514 -2.2248 0.8154
N 1.6216 -0.9054 0.6183
C 2.7774 -0.2425 0.4415
C 3.9989 -0.8913 0.4668
C 2.6504 1.2280 0.2395
C 3.7053 2.0202 -0.1768
C 3.4950 3.3839 -0.3380
Br 4.8995 4.4852 -0.8906
C 2.2366 3.9150 -0.0968
C 1.2337 3.0502 0.2937
N 1.4312 1.7417 0.4707
H 2.8117 -4.0166 1.0107
H 0.6904 -2.7073 0.9463
H 4.9271 -0.3534 0.3485
H 4.6763 1.5994 -0.3883
H 2.0373 4.9694 -0.2178
H 0.2284 3.4118 0.4676
C -1.8099 1.3865 5.9067
O -1.2944 1.4312 4.5481
P -1.3419 0.1319 3.6226
O 0.2354 0.0017 3.1363
C 1.2990 0.7805 3.7397
O -1.6893 0.8847 2.1475
C -3.0490 1.3415 1.9304
H -1.8794 2.4184 6.2329
H -1.1237 0.8404 6.5500
H -2.7945 0.9235 5.9274
H 2.2282 0.3005 3.4440
H 1.2104 0.7651 4.8224
H 1.2656 1.8086 3.3848
H -3.2819 2.1149 2.6590
H -3.7425 0.5061 2.0250
H -3.0969 1.7500 0.9268
N -0.1458 -0.7664 -6.8956
C -0.5558 -0.5146 -5.6390
C 0.3626 -0.0774 -4.6573
C -0.0584 0.1850 -3.3809
C -1.4056 0.0133 -3.0433
C -2.3291 -0.4191 -4.0006
C -1.9101 -0.6794 -5.2795
S -1.9398 0.3511 -1.4528
O -3.3685 0.4331 -1.3992
O -1.1255 1.4156 -0.8710
N -1.4250 -0.8999 -0.4443
C -2.1531 -1.9612 -0.2310
S -3.7209 -2.3534 -0.9744
C -3.6984 -3.8226 -0.1459
C -2.5764 -3.9164 0.6928
N -1.7289 -2.9091 0.6433
H 0.8066 -0.6110 -7.1741
H -0.7986 -1.0343 -7.6106
H 1.4007 0.0644 -4.9275
H 0.6459 0.5431 -2.6405
H -3.3733 -0.5200 -3.7376
H -2.6244 -0.9982 -6.0270
H -4.4905 -4.5485 -0.2459
H -2.3839 -4.7641 1.3352

Entry 2:
Formula: C22H23BrCsN7O2S2
Source: OMol25
Level of theory: ωB97M-V/def2-TZVPD

Computed properties:
Relative energy (zero: lowest compared OMol25 entry of this formula, charge and spin) in eV: 0.275
E_LUMO in eV: 0.02
HOMO-LUMO gap in Ha: 0.24541
DFT total energy in eV: -129973.012

Element x y z (Å)
Cs -0.8837 -1.9406 -2.7237
C 0.0945 0.3003 3.3096
C 1.1512 0.0620 2.2998
N 2.3730 0.4973 2.3496
N 2.9335 0.0350 1.1956
C 2.0963 -0.6979 0.4389
S 2.4069 -1.4587 -1.0261
N 0.9484 -0.6687 1.1561
N -0.1955 -1.3751 0.7805
H 0.5013 0.9211 4.1023
H -0.2611 -0.6410 3.7328
H -0.7546 0.8180 2.8571
H 3.8902 0.2361 0.9677
H -0.9213 -1.2096 1.4695
H -0.5464 -0.9175 -0.0720
Br 0.9725 3.9003 4.5469
C -0.2417 4.2960 3.1449
C -1.4752 3.6648 3.1137
C -2.3622 3.9444 2.0868
C -2.0204 4.8765 1.1104
C -0.8025 5.5390 1.1833
C 0.1041 5.2325 2.1867
N -2.9851 5.3280 0.1467
N -3.6201 4.5380 -0.5725
C -3.2770 3.1561 -0.6451
C -4.3023 2.2425 -0.5302
C -4.0836 0.8701 -0.5358
C -2.8018 0.3215 -0.7289
O -2.5601 -0.9273 -0.7398
C -1.7325 1.2956 -0.9791
N -0.5098 0.7831 -1.2887
C 0.4760 1.5941 -1.5873
C 0.3202 2.9914 -1.6370
C -0.8933 3.5302 -1.3217
C -1.9687 2.6911 -0.9455
H -1.7473 2.9683 3.8952
H -3.3246 3.4526 2.0536
H -0.5694 6.2992 0.4486
H 1.0618 5.7323 2.2349
H -5.3065 2.6274 -0.3901
H -4.9104 0.1848 -0.4001
H 1.4327 1.1315 -1.8117
H 1.1521 3.6174 -1.9311
H -1.0461 4.5989 -1.3833
O 0.4368 -4.6414 -2.7351
S 1.2657 -4.9427 -1.5125
C 1.4366 -6.7497 -1.4878
C 2.4545 -7.0905 -2.5620
C 3.6159 -6.1377 -2.2937
C 3.0109 -4.7556 -2.0322
H 0.4400 -7.1630 -1.6340
H 1.7951 -7.0205 -0.4908
H 2.0221 -6.9052 -3.5469
H 2.7581 -8.1368 -2.5172
H 4.3250 -6.1028 -3.1208
H 4.1651 -6.4736 -1.4112
H 2.9315 -4.1535 -2.9381
H 3.5314 -4.1679 -1.2797

Entry 3:
Formula: C22H23BrN4O2S
Source: OMol25
Level of theory: ωB97M-V/def2-TZVPD

Computed properties:
Relative energy (zero: lowest compared OMol25 entry of this formula, charge and spin) in eV: 0.000
E_LUMO in eV: -0.20
Structure (SMILES): O=C(NCCN1CCCC1)c1ccc(Cn2c(=S)[nH]c3ccc(Br)cc3c2=O)cc1
HOMO-LUMO gap in Ha: 0.30455
DFT total energy in eV: -114122.460

Element x y z (Å)
O 1.5933 1.1596 -1.5234
C 1.1282 0.0369 -1.5575
N 1.0042 -0.6747 -2.7028
C 1.3132 -0.1205 -3.9980
C 0.0409 0.1954 -4.7934
N 0.3637 0.5833 -6.1439
C -0.7809 0.6439 -7.0357
C -0.2259 1.3872 -8.2422
C 0.6142 2.4839 -7.5854
C 1.0717 1.8570 -6.2586
C 0.6866 -0.6821 -0.3241
C -0.3960 -1.5549 -0.3053
C -0.7766 -2.1679 0.8743
C -0.0796 -1.9275 2.0498
C -0.4926 -2.5847 3.3412
N -0.7630 -1.5905 4.3746
C -1.9273 -0.8787 4.2886
S -3.0667 -1.1289 3.1304
N -2.1519 0.0787 5.2325
C -1.2948 0.3647 6.2600
C -1.5757 1.3568 7.2015
C -0.6856 1.6044 8.2233
C 0.4913 0.8654 8.3133
Br 1.7021 1.2221 9.7327
C 0.7878 -0.1171 7.3918
C -0.1085 -0.3726 6.3577
C 0.1970 -1.4150 5.3680
O 1.2025 -2.0883 5.3931
C 0.9983 -1.0495 2.0338
C 1.3709 -0.4258 0.8601
H 0.6033 -1.5979 -2.6730
H 1.9264 -0.8242 -4.5675
H 1.8840 0.7923 -3.8184
H -0.5348 0.9732 -4.2560
H -0.5780 -0.7068 -4.8469
H -1.6249 1.2027 -6.5942
H -1.1198 -0.3668 -7.2729
H 0.4115 0.7173 -8.8185
H -1.0057 1.7818 -8.8905
H 1.4543 2.7864 -8.2072
H -0.0014 3.3636 -7.3952
H 0.8426 2.5221 -5.4139
H 2.1473 1.6614 -6.2540
H -0.9745 -1.7341 -1.2005
H -1.6304 -2.8286 0.8843
H -1.3925 -3.1861 3.1944
H 0.3174 -3.2119 3.7237
H -3.0204 0.5900 5.1398
H -2.4902 1.9246 7.1245
H -0.8963 2.3686 8.9552
H 1.6959 -0.6977 7.4472
H 1.5480 -0.8585 2.9440
H 2.1974 0.2681 0.8392

Entry 4:
Formula: C22H23ClErN2PS
Source: OMol25
Level of theory: ωB97M-V/def2-TZVPD

Computed properties:
E_LUMO (spin up / spin down) in eV: -7.40 / -7.28
Multiplicity: 4
Total charge: +2
HOMO-LUMO gap (spin up / spin down) in Ha: 0.24719 / 0.25192
DFT total energy in eV: -86420.657

Element x y z (Å)
Er -0.8821 1.5195 0.4410
Cl -2.3502 -0.3275 1.3474
P 0.6214 -0.7697 -0.0723
C 1.6050 0.8012 -0.1583
C 2.1283 1.2541 -1.3788
C 2.7282 2.5090 -1.4372
C 2.8268 3.2765 -0.2798
C 2.3236 2.8486 0.9430
C 1.6954 1.5984 1.0257
C 1.6650 -1.8548 0.9196
C 1.0145 -3.0119 1.4019
C 1.6793 -3.8680 2.2821
C 2.9936 -3.6062 2.6841
C 3.6312 -2.4655 2.1962
C 2.9915 -1.5927 1.3089
C 0.6204 -1.5498 -1.7111
C -0.6412 -1.6904 -2.3128
C -0.7939 -2.3383 -3.5313
C 0.3337 -2.8452 -4.1910
C 1.5946 -2.7178 -3.6101
C 1.7305 -2.0896 -2.3681
H -0.0354 -3.1775 1.1174
H 1.1575 -4.7534 2.6468
H 3.5141 -4.3055 3.3351
H 4.6600 -2.2678 2.4808
H 3.4745 -0.6697 0.9777
H 2.0333 0.6365 -2.2675
H 3.1344 2.8780 -2.3804
H 3.3803 4.2096 -0.3074
H 2.4554 3.4414 1.8505
H 1.3056 1.1831 1.9675
H -1.4822 -1.2383 -1.7945
H -1.7910 -2.4330 -3.9725
H 0.1871 -3.3507 -5.1423
H 2.4647 -3.1176 -4.1323
H 2.7167 -2.0023 -1.9346
H 0.0608 2.6084 -2.5513
H -0.2219 1.9683 -2.8536
C -5.4899 1.6014 0.2394
N -4.5216 2.1132 1.2299
C -4.6929 1.9475 2.5985
C -3.5071 2.1740 3.2112
N -2.6389 2.6060 2.1831
C -3.3106 2.6612 0.9689
S -2.7417 2.9148 -0.6560
H -5.4068 2.3033 -0.5989
H -5.2363 0.5760 -0.0975
H -6.5002 1.6021 0.7183
H -5.6418 1.7002 3.0358
H -3.1364 2.1228 4.2495
H -1.7051 2.9882 2.3791

Entry 5:
Formula: C22H23F2
Source: OMol25
Level of theory: ωB97M-V/def2-TZVPD

Computed properties:
Relative energy (zero: lowest compared OMol25 entry of this formula, charge and spin) in eV: 2.309
E_LUMO in eV: -6.34
Total charge: +1
HOMO-LUMO gap in Ha: 0.17730
DFT total energy in eV: -28612.242

Element x y z (Å)
C -2.3733 -2.7897 1.3126
C -0.8753 -2.7741 1.3015
C -0.1982 -1.5975 1.2376
C 1.2958 -1.5759 1.3864
C 1.9868 -2.9317 1.1130
C 1.2727 -4.1068 1.7686
C -0.2188 -4.1309 1.4123
H -2.7555 -3.8154 1.2431
H -2.7811 -2.3488 2.2348
H -2.7895 -2.2155 0.4750
H -0.7849 -0.6978 1.4531
H 1.7495 -0.8428 0.7119
H 1.5622 -1.2586 2.4124
H 2.0260 -3.0997 0.0288
H 3.0235 -2.8871 1.4680
H 1.7355 -5.0481 1.4516
H 1.3800 -4.0487 2.8589
H -0.7567 -4.7468 2.1512
H -0.3409 -4.6662 0.4537
F 1.9552 4.7876 -3.2271
C 1.9370 3.4359 -3.4796
C 2.7776 2.9420 -4.4779
C 2.7433 1.5630 -4.7374
C 1.9172 0.7199 -4.0096
C 1.0867 1.2236 -2.9680
C 0.2970 0.3266 -2.1861
C -0.6448 0.7051 -1.2077
C -0.4078 0.7385 0.1741
C -1.2205 1.6037 1.0386
C -2.4082 2.2357 0.5863
C -3.1379 3.0126 1.4846
F -4.2897 3.6206 1.0427
C -2.7557 3.2176 2.8079
C -1.5707 2.6066 3.2434
C -0.8150 1.8214 2.3778
C 1.0902 2.6318 -2.7304
H 3.4284 3.6135 -5.0324
H 3.3796 1.1518 -5.5201
H 1.8885 -0.3521 -4.2165
H 0.3934 -0.7367 -2.4289
H -1.6588 0.9399 -1.5603
H 0.6317 0.6219 0.4983
H -2.7517 2.1397 -0.4430
H -3.3571 3.8335 3.4712
H -1.2303 2.7524 4.2688
H 0.1199 1.3676 2.7194
H 0.4450 3.0585 -1.9627

Entry 6:
Formula: C22H23N3O3
Source: OMol25
Level of theory: ωB97M-V/def2-TZVPD

Computed properties:
Relative energy (zero: lowest compared OMol25 entry of this formula, charge and spin) in eV: 2.823
E_LUMO in eV: 0.63
Structure (SMILES): COc1ccc(N2CCN(C(=O)C(=O)c3c(C)[nH]c4ccccc34)CC2)cc1
HOMO-LUMO gap in Ha: 0.29505
DFT total energy in eV: -33800.327

Element x y z (Å)
C 0.8629 -0.6280 5.8098
O 1.7729 -1.3340 5.0037
C 1.3349 -1.7943 3.7938
C 0.0321 -1.7018 3.3265
C -0.2991 -2.1856 2.0723
C 0.6550 -2.7776 1.2546
N 0.3891 -3.2956 -0.0345
C 1.1098 -2.6390 -1.1042
C 0.6234 -1.1802 -1.2580
N -0.7702 -1.1042 -0.8786
C -1.3174 -0.0596 -0.2243
O -2.4939 -0.0025 0.0835
C -0.3555 1.0718 0.1316
O 0.1776 1.1009 1.2291
C -0.1731 2.0871 -0.8790
C 0.6285 3.2103 -0.7047
C 1.3997 3.6162 0.4905
N 0.6216 3.9426 -1.8427
C -0.1757 3.3399 -2.7864
C -0.4668 3.7370 -4.0818
C -1.3131 2.9328 -4.8174
C -1.8565 1.7721 -4.2675
C -1.5671 1.3756 -2.9783
C -0.7057 2.1605 -2.2153
C -1.5666 -2.2754 -1.1776
C -0.9891 -3.5028 -0.4318
C 1.9573 -2.8930 1.7453
C 2.2939 -2.4081 2.9881
H 0.4646 0.2489 5.2895
H 1.4291 -0.3051 6.6825
H 0.0333 -1.2654 6.1348
H -0.7413 -1.2346 3.9143
H -1.3188 -2.0633 1.7426
H 2.1799 -2.6470 -0.9006
H 0.9305 -3.2040 -2.0231
H 0.7532 -0.8345 -2.2933
H 1.2024 -0.5307 -0.5987
H 1.8944 4.5726 0.3337
H 0.7366 3.6818 1.3517
H 2.1418 2.8561 0.7322
H 1.1176 4.8097 -1.9747
H -0.0487 4.6428 -4.4953
H -1.5649 3.2079 -5.8304
H -2.5249 1.1732 -4.8682
H -2.0180 0.4864 -2.5701
H -1.5535 -2.4415 -2.2609
H -2.5895 -2.0608 -0.8643
H -1.5785 -3.7488 0.4498
H -1.0094 -4.3721 -1.1005
H 2.7119 -3.3748 1.1416
H 3.3027 -2.4921 3.3612

Entry 7:
Formula: C22H23N3O3S
Source: OMol25
Level of theory: ωB97M-V/def2-TZVPD

Computed properties:
Relative energy (zero: lowest compared OMol25 entry of this formula, charge and spin) in eV: 0.679
E_LUMO in eV: 0.55
Structure (SMILES): COCCn1c(SCC(=O)N2CCCc3ccccc32)nc2ccccc2c1=O
HOMO-LUMO gap in Ha: 0.31864
DFT total energy in eV: -44636.532

Element x y z (Å)
C -3.5610 2.8719 2.0103
O -3.0732 3.3609 0.7843
C -3.7917 2.9319 -0.3447
C -3.3619 1.5525 -0.8719
N -2.0016 1.5944 -1.3662
C -0.9346 1.1899 -0.6292
S -1.2468 0.4831 0.9502
C 0.3612 -0.3104 1.2223
C 0.3725 -1.6238 0.4559
O -0.3230 -1.7803 -0.5267
N 1.1510 -2.6258 0.9483
C 0.9002 -3.9767 0.4719
C 0.2464 -4.7586 1.6059
C 1.2313 -4.8711 2.7667
C 2.0486 -3.6216 2.9634
C 2.9070 -3.5416 4.0528
C 3.7263 -2.4462 4.2474
C 3.7195 -1.4168 3.3212
C 2.8743 -1.4763 2.2307
C 2.0084 -2.5548 2.0596
N 0.2945 1.2807 -0.9911
C 0.5801 1.7872 -2.2254
C 1.9137 1.8840 -2.6390
C 2.2077 2.3834 -3.8860
C 1.1918 2.7970 -4.7482
C -0.1238 2.7113 -4.3549
C -0.4427 2.2076 -3.0922
C -1.8267 2.1293 -2.6513
O -2.7925 2.4844 -3.2977
H -4.6081 3.1638 2.1582
H -3.4782 1.7828 2.0835
H -2.9454 3.3263 2.7835
H -3.6008 3.6740 -1.1249
H -4.8698 2.9093 -0.1347
H -4.0082 1.2912 -1.7141
H -3.4347 0.7903 -0.0947
H 0.4859 -0.4451 2.2946
H 1.0923 0.3885 0.8152
H 0.2467 -3.9056 -0.3982
H 1.8486 -4.4369 0.1798
H -0.0514 -5.7493 1.2624
H -0.6524 -4.2243 1.9209
H 0.7016 -5.1104 3.6915
H 1.9270 -5.6946 2.5746
H 2.9289 -4.3616 4.7563
H 4.3803 -2.4041 5.1048
H 4.3804 -0.5719 3.4401
H 2.9019 -0.6957 1.4880
H 2.6907 1.5589 -1.9649
H 3.2377 2.4564 -4.2043
H 1.4423 3.1850 -5.7239
H -0.9314 3.0255 -4.9987

Entry 8:
Formula: C22H23N3O4S
Source: OMol25
Level of theory: ωB97M-V/def2-TZVPD

Computed properties:
Relative energy (zero: lowest compared OMol25 entry of this formula, charge and spin) in eV: 2.305
E_LUMO in eV: -0.12
Structure (SMILES): COCCNC(=O)c1c(CSc2ccccc2)noc1C(=O)NCc1ccccc1
HOMO-LUMO gap in Ha: 0.31479
DFT total energy in eV: -46682.416

Element x y z (Å)
C 3.2862 4.9914 -0.0007
O 2.7540 4.0121 0.8585
C 2.0177 3.0035 0.2162
C 2.8750 2.0355 -0.6146
N 2.0785 0.9062 -1.0243
C 2.5002 -0.3567 -0.8739
O 3.6096 -0.6516 -0.4607
C 1.5199 -1.4022 -1.2780
C 1.7806 -2.8146 -1.2229
C 2.9199 -3.4913 -0.5766
S 2.3613 -4.0685 1.0914
C 1.3965 -2.6279 1.5391
C 0.0211 -2.6553 1.3625
C -0.7202 -1.5096 1.5937
C -0.0885 -0.3503 2.0144
C 1.2802 -0.3415 2.2259
C 2.0293 -1.4815 1.9889
N 0.7624 -3.4838 -1.6918
O -0.1919 -2.5995 -2.0374
C 0.2368 -1.3436 -1.7853
C -0.7724 -0.2718 -1.9497
O -0.5047 0.9215 -1.8977
N -2.0145 -0.7389 -2.1411
C -3.1798 0.1251 -2.0873
C -3.7455 0.1202 -0.6885
C -4.7295 -0.7892 -0.3249
C -5.1947 -0.8322 0.9783
C -4.6753 0.0303 1.9287
C -3.6911 0.9373 1.5726
C -3.2249 0.9803 0.2705
H 3.6733 5.7806 0.6412
H 4.1024 4.5985 -0.6156
H 2.5108 5.4042 -0.6573
H 1.2409 3.4427 -0.4294
H 1.5297 2.4463 1.0199
H 3.2724 2.5456 -1.4999
H 3.7115 1.6629 -0.0171
H 1.1445 1.0972 -1.3862
H 3.7575 -2.8090 -0.4476
H 3.2063 -4.3984 -1.1028
H -0.4529 -3.5666 1.0284
H -1.7905 -1.5173 1.4420
H -0.6698 0.5438 2.1828
H 1.7724 0.5548 2.5729
H 3.0987 -1.4784 2.1289
H -2.1684 -1.7357 -2.1054
H -2.8483 1.1281 -2.3639
H -3.9138 -0.2349 -2.8114
H -5.1372 -1.4635 -1.0649
H -5.9613 -1.5415 1.2522
H -5.0363 -0.0050 2.9455
H -3.2873 1.6128 2.3122
H -2.4509 1.6794 -0.0097